(one)
ORCA calculation (the ωB97M-V functional and the def2-TZVPD basis) on a cluster of 6 separate species, H13O6 in total.

Last columns: bonded neighbours and bond lengths (Å).
Cartesian coordinates (Å):
1 H -0.1623 0.9074 -0.4922  O17 0.987
2 H -1.2943 2.1774 1.2508  O18 0.958
3 O 0.6557 -1.7706 -2.0262  H9 1.002, H19 0.906
4 H -2.5143 0.9314 -0.5332  O14 0.930
5 H -2.6783 0.6224 -1.9492  O14 0.979
6 H -1.8373 -1.2026 1.5788  O16 0.987
7 H 2.1837 0.5514 1.9938  O12 0.944
8 H 1.1697 0.1124 0.1768  O17 1.021
9 H 1.5717 -2.1756 -2.0482  O3 1.002
10 H 0.6757 -0.1736 -1.4132  O17 0.991
11 H 3.1987 -0.5476 1.5858  O12 0.957
12 O 2.3547 -0.1456 1.3798  H7 0.944, H11 0.957
13 H 0.0317 2.8384 1.1008  O18 0.996
14 O -2.1103 0.4024 -1.1822  H4 0.930, H5 0.979
15 H -0.6423 -2.0796 1.8708  O16 1.013
16 O -0.8543 -1.1576 1.5088  H6 0.987, H15 1.013
17 O 0.7057 0.4694 -0.6602  H1 0.987, H8 1.021, H10 0.991
18 O -0.7183 2.4844 0.5498  H2 0.958, H13 0.996
19 H 0.2637 -2.2446 -2.6912  O3 0.906

The orbital gap is 11.86 eV. As for the charge: +1. The LUMO energy is -3.08 eV. The value obtained for the HOMO energy is -14.94 eV.

(two)
ORCA calculation (the ωB97M-V functional and the def2-TZVPD basis) on a cluster of 6 separate species, H13O6 in total.

Last columns: bonded neighbours and bond lengths (Å).
Cartesian coordinates (Å):
1 H 2.6107 -0.5048 2.3299  O19 0.983
2 H 1.2176 1.5136 -1.8913  O10 0.912
3 H 0.7914 -0.9588 0.6668  O6 0.937
4 H -0.8581 4.0804 1.2579  O16 0.947
5 O -1.4777 0.4668 -0.0164  H7 0.962, H11 0.987
6 O 0.7248 -1.2644 -0.2167  H3 0.937, H8 1.087, H9 1.062
7 H -2.0511 0.7360 -0.7409  O5 0.962
8 H -0.3048 -1.5799 -0.3634  O6 1.087
9 H 0.4373 -0.3932 -0.7513  O6 1.062
10 O 0.8912 0.6997 -2.1412  H2 0.912, H14 0.947
11 H -0.9256 1.2801 0.0772  O5 0.987
12 H -2.3778 -1.5123 -0.4786  O15 1.054
13 H -1.8147 -3.0250 0.0857  O15 1.010
14 H 0.6727 0.6896 -3.0629  O10 0.947
15 O -1.6226 -2.2461 -0.5286  H12 1.054, H13 1.010
16 O -1.0728 3.1595 1.3114  H4 0.947, H17 0.999
17 H -0.9576 2.8256 2.2458  O16 0.999
18 H 3.3506 -1.5253 1.4168  O19 0.923
19 O 2.5833 -1.0187 1.4925  H1 0.983, H18 0.923

The orbital gap is 11.90 eV. As for the charge: +1. The LUMO energy is -3.15 eV. The value obtained for the HOMO energy is -15.05 eV.

Which structure loses on stability? (two) does.

(one)
ORCA calculation (the ωB97M-V functional and the def2-TZVPD basis) on a cluster of 6 separate species, H13O6 in total.

Last columns: bonded neighbours and bond lengths (Å).
Cartesian coordinates (Å):
1 H -0.0085 -0.7578 0.8906  O12 0.908
2 H 1.2642 -0.3912 0.1892  O12 0.960
3 H -1.2114 0.5469 -1.7283  O8 0.986
4 O -0.8275 -2.2959 1.6958  H5 0.963, H9 0.888
5 H -0.6575 -3.1819 1.3601  O4 0.963
6 H -1.6846 2.5666 0.8597  O18 0.949
7 H 3.7028 -0.7301 -0.1121  O13 0.972
8 O -2.1308 0.4804 -1.3776  H3 0.986, H11 1.032
9 H -1.6838 -2.4452 1.8765  O4 0.888
10 H 0.5706 2.2597 -1.6298  O16 0.880
11 H -2.1150 1.1648 -0.6050  O8 1.032
12 O 0.5632 -0.0650 0.7587  H1 0.908, H2 0.960, H17 1.093
13 O 2.8586 -1.1409 -0.3628  H7 0.972, H14 1.014
14 H 3.1673 -2.1012 -0.2560  O13 1.014
15 H 1.1763 1.2585 -2.3518  O16 0.955
16 O 0.4579 1.3934 -1.7378  H10 0.880, H15 0.955
17 H 0.3228 0.4526 -0.1739  O12 1.093
18 O -1.6104 1.6286 0.9871  H6 0.949, H19 0.950
19 H -2.1542 1.3577 1.7177  O18 0.950

The orbital gap is 10.38 eV. As for the charge: +1. The LUMO energy is -3.35 eV. The value obtained for the HOMO energy is -13.73 eV.

(two)
ORCA calculation (the ωB97M-V functional and the def2-TZVPD basis) on a cluster of 6 separate species, H13O6 in total.

Last columns: bonded neighbours and bond lengths (Å).
Cartesian coordinates (Å):
1 H -0.2180 0.5201 -2.7277  O8 1.030
2 H -1.6158 -2.6683 0.5828  O6 0.988
3 O 2.7317 0.5443 1.2014  H11 1.113, H14 0.923
4 H 0.7715 0.6004 0.8244  O12 1.074
5 H -2.7439 -1.8754 0.4713  O6 0.902
6 O -1.8623 -1.7116 0.5647  H2 0.988, H5 0.902
7 H 1.3567 0.5669 -2.3305  O8 0.966
8 O 0.4669 0.5119 -1.9589  H1 1.030, H7 0.966
9 O 1.0934 -2.0434 -0.1429  H10 0.938, H13 1.014
10 H 1.9548 -2.1674 0.2061  O9 0.938
11 H 3.3674 0.1583 2.0293  O3 1.113
12 O -0.2740 0.5187 0.5917  H4 1.074, H17 0.804, H19 0.906
13 H 1.3128 -1.4004 -0.8955  O9 1.014
14 H 3.1869 1.0805 0.6038  O3 0.923
15 O -2.4562 2.1465 0.0169  H16 0.923, H18 0.911
16 H -2.6964 2.7373 0.6847  O15 0.923
17 H -0.5693 -0.1754 0.8707  O12 0.804
18 H -3.2795 1.9687 -0.3312  O15 0.911
19 H -0.5269 0.6881 -0.2611  O12 0.906

The orbital gap is 11.69 eV. As for the charge: +1. The LUMO energy is -3.30 eV. The value obtained for the HOMO energy is -15.00 eV.

Which structure loses on stability? (two) does.